DFT (the ωB97M-V functional and the def2-TZVPD basis) results for a molecular structure, C56H45CaN6O8PSe.

Output
**Energy relative to the best compared isomer or geometry (same formula, charge and spin)**: 25.30 kcal/mol
**DFT total energy**: -177204.2045 eV
**Frontier orbital gap**: 5.1 eV
**Total charge**: -2
**Molecular weight**: 1080.02 g/mol
**E_HOMO**: -2.04 eV

Element x y z (Å)
Ca (-0.19, -0.59, -0.43)
O (-1.48, -7.89, -2.24)
C (-0.49, -7.36, -3.01)
O (-0.05, -8.00, -3.92)
C (-0.03, -6.00, -2.64)
C (-0.05, -5.54, -1.33)
C (0.39, -4.27, -1.02)
C (0.86, -3.44, -2.04)
C (0.87, -3.89, -3.36)
C (0.44, -5.17, -3.65)
N (1.23, -2.13, -1.71)
C (2.26, -1.61, -2.24)
C (2.58, -0.20, -2.14)
C (3.72, 0.29, -2.78)
C (3.92, 1.65, -2.81)
C (2.97, 2.48, -2.24)
C (1.88, 1.91, -1.60)
N (1.71, 0.60, -1.52)
H (-1.86, -7.19, -1.69)
H (-0.39, -6.18, -0.52)
H (0.37, -3.90, 0.00)
H (1.14, -3.21, -4.16)
H (0.44, -5.53, -4.67)
H (2.94, -2.21, -2.85)
H (4.42, -0.40, -3.25)
H (4.80, 2.07, -3.29)
H (3.07, 3.56, -2.27)
H (1.12, 2.52, -1.12)
O (-6.20, -4.28, -2.72)
C (-5.64, -3.29, -3.24)
O (-5.92, -2.66, -4.28)
C (-4.37, -2.80, -2.50)
C (-4.01, -3.37, -1.28)
C (-2.88, -2.91, -0.63)
N (-2.12, -1.92, -1.10)
C (-2.46, -1.37, -2.28)
C (-3.56, -1.80, -3.01)
C (-1.60, -0.20, -2.75)
O (-1.21, -0.18, -3.92)
O (-1.34, 0.64, -1.82)
H (-4.63, -4.15, -0.86)
H (-2.57, -3.33, 0.32)
H (-3.81, -1.35, -3.96)
O (0.14, -3.02, 1.92)
C (-0.57, -2.03, 2.15)
O (-0.34, -0.84, 1.77)
C (-1.89, -2.21, 2.85)
C (-2.12, -3.37, 3.57)
C (-3.34, -3.62, 4.16)
C (-4.37, -2.70, 3.99)
C (-4.16, -1.54, 3.26)
C (-2.91, -1.25, 2.69)
P (-2.64, 0.29, 1.68)
C (-4.38, 0.87, 1.45)
C (-4.89, 0.66, 0.17)
C (-6.17, 1.06, -0.16)
C (-6.96, 1.70, 0.79)
C (-6.46, 1.93, 2.06)
C (-5.18, 1.52, 2.39)
C (-2.06, 1.44, 2.99)
C (-1.30, 1.03, 4.09)
C (-0.84, 1.95, 5.01)
C (-1.13, 3.30, 4.87)
C (-1.87, 3.72, 3.77)
C (-2.31, 2.80, 2.84)
H (-1.30, -4.08, 3.64)
H (-3.51, -4.53, 4.73)
H (-5.35, -2.89, 4.41)
H (-4.98, -0.86, 3.12)
H (-4.26, 0.19, -0.58)
H (-6.55, 0.88, -1.16)
H (-7.97, 2.02, 0.53)
H (-7.08, 2.43, 2.81)
H (-4.79, 1.70, 3.39)
H (-1.05, -0.02, 4.21)
H (-0.23, 1.61, 5.84)
H (-0.76, 4.02, 5.59)
H (-2.08, 4.78, 3.63)
H (-2.86, 3.13, 1.97)
N (2.93, -1.25, 1.09)
C (4.03, -0.99, 1.86)
C (4.96, -2.03, 2.10)
C (6.15, -1.80, 2.76)
C (6.47, -0.52, 3.18)
C (5.54, 0.50, 2.98)
C (4.30, 0.31, 2.37)
C (3.28, 1.41, 2.33)
C (3.48, 2.54, 3.15)
C (2.58, 3.59, 3.17)
C (1.43, 3.51, 2.39)
C (1.22, 2.38, 1.60)
C (2.12, 1.30, 1.53)
H (2.54, -2.18, 1.19)
H (2.27, -0.42, 1.09)
H (4.71, -3.02, 1.73)
H (6.84, -2.63, 2.92)
H (7.41, -0.30, 3.66)
H (5.81, 1.49, 3.32)
H (4.33, 2.60, 3.81)
H (2.75, 4.44, 3.82)
H (0.69, 4.30, 2.43)
H (0.28, 2.34, 1.04)
C (0.20, 5.68, -0.25)
N (-1.12, 5.76, 0.34)
C (-1.53, 6.69, 1.28)
C (-2.80, 6.41, 1.59)
N (-3.17, 5.29, 0.86)
C (-4.47, 4.66, 0.90)
C (-2.13, 4.88, 0.08)
Se (-2.05, 3.40, -0.99)
H (0.56, 6.69, -0.46)
H (0.11, 5.12, -1.18)
H (0.90, 5.16, 0.40)
H (-0.87, 7.46, 1.64)
H (-3.48, 6.89, 2.28)
H (-5.22, 5.29, 0.41)
H (-4.76, 4.47, 1.93)
H (-4.40, 3.71, 0.36)

***

DFT (the ωB97M-V functional and the def2-TZVPD basis) results for a molecular structure, C44H51NP2PtSi.

Output
**Spin multiplicity**: 3
**Energy relative to the best compared isomer or geometry (same formula, charge and spin)**: 0.00 kcal/mol
**DFT total energy**: -77645.6228 eV
**Frontier orbital gap (alpha / beta)**: 4.4 / 5.9 eV
**Molecular weight**: 879.01 g/mol
**E_HOMO (alpha / beta)**: -3.89 / -8.07 eV

Element x y z (Å)
Pt (1.05, 0.74, 1.11)
C (-2.99, -2.80, -3.05)
C (-3.55, -1.60, -2.85)
C (-4.95, -1.41, -2.36)
C (-5.44, -2.40, -1.27)
C (-4.44, -2.80, -0.21)
C (-3.66, -3.88, -0.29)
C (-3.58, -4.79, -1.48)
C (-3.71, -4.11, -2.86)
C (1.77, 0.55, 3.06)
H (-1.96, -2.89, -3.43)
H (-3.00, -0.69, -3.13)
H (-5.67, -1.49, -3.19)
H (-5.05, -0.38, -1.98)
H (-6.28, -1.90, -0.75)
H (-5.86, -3.28, -1.76)
H (-4.46, -2.19, 0.69)
H (-3.11, -4.24, 0.58)
H (-4.37, -5.56, -1.42)
H (-2.62, -5.32, -1.43)
H (-3.30, -4.83, -3.60)
H (-4.78, -4.00, -3.10)
H (2.81, 0.23, 2.97)
H (1.22, -0.14, 3.72)
H (1.69, 1.56, 3.47)
P (-0.23, 0.88, -0.73)
P (-0.56, -0.56, 1.89)
C (-1.80, 0.04, -0.42)
C (-1.96, -0.56, 0.78)
C (-0.68, 2.52, -1.35)
C (-1.73, 2.60, -2.29)
C (-2.09, 3.83, -2.84)
C (-1.42, 4.99, -2.44)
C (-0.42, 4.93, -1.46)
C (-0.07, 3.70, -0.89)
C (0.49, -0.06, -2.12)
C (0.83, -1.41, -1.91)
C (1.37, -2.16, -2.96)
C (1.58, -1.57, -4.20)
C (1.25, -0.22, -4.41)
C (0.71, 0.53, -3.36)
C (-1.31, -0.03, 3.48)
C (-1.63, 1.33, 3.64)
C (-2.26, 1.76, 4.81)
C (-2.59, 0.84, 5.81)
C (-2.22, -0.50, 5.68)
C (-1.57, -0.94, 4.52)
C (-0.01, -2.29, 2.09)
C (1.30, -2.60, 2.49)
C (1.64, -3.92, 2.79)
C (0.71, -4.95, 2.62)
C (-0.56, -4.66, 2.10)
C (-0.91, -3.34, 1.81)
H (-2.56, 0.04, -1.21)
H (-2.89, -1.01, 1.13)
H (-2.26, 1.70, -2.59)
H (-2.90, 3.88, -3.56)
H (-1.67, 5.95, -2.88)
H (0.09, 5.83, -1.13)
H (0.68, 3.63, -0.10)
H (0.70, -1.86, -0.92)
H (1.65, -3.20, -2.78)
H (2.00, -2.15, -5.02)
H (1.42, 0.24, -5.38)
H (0.49, 1.59, -3.51)
H (-1.35, 2.04, 2.86)
H (-2.50, 2.82, 4.93)
H (-3.13, 1.17, 6.70)
H (-2.42, -1.21, 6.48)
H (-1.25, -1.98, 4.42)
H (2.03, -1.80, 2.57)
H (2.65, -4.14, 3.15)
H (0.97, -5.97, 2.90)
H (-1.27, -5.46, 1.91)
H (-1.87, -3.10, 1.37)
C (4.19, 2.38, 3.36)
Si (3.86, 2.84, 1.56)
C (3.26, 4.61, 1.46)
C (5.59, 2.76, 0.85)
N (2.77, 1.80, 0.55)
C (3.17, 1.69, -0.78)
C (3.10, 2.81, -1.66)
C (3.69, 2.78, -2.91)
C (4.36, 1.62, -3.35)
C (4.37, 0.48, -2.54)
C (3.74, 0.50, -1.30)
H (5.06, 2.96, 3.70)
H (4.44, 1.32, 3.48)
H (3.36, 2.62, 4.03)
H (3.88, 5.24, 2.12)
H (3.35, 5.00, 0.44)
H (2.21, 4.69, 1.78)
H (5.92, 1.72, 0.71)
H (5.67, 3.28, -0.11)
H (6.28, 3.24, 1.56)
H (2.56, 3.70, -1.32)
H (3.60, 3.64, -3.57)
H (4.86, 1.62, -4.32)
H (4.80, -0.45, -2.91)
H (3.68, -0.39, -0.68)

***

DFT (the ωB97M-V functional and the def2-TZVPD basis) results for a gas-phase ion, C6H12 (charge +1).

Output
**Spin multiplicity**: 2
**Energy relative to the best compared isomer or geometry (same formula, charge and spin)**: 3.51 kcal/mol
**DFT total energy**: -6407.5973 eV
**Frontier orbital gap (alpha / beta)**: 10.8 / 9.2 eV
**Total charge**: +1
**Molecular weight**: 84.16 g/mol
**E_HOMO (alpha / beta)**: -15.13 / -16.90 eV

Element x y z (Å)
C (-1.64, -1.32, -1.04)
C (-0.85, -1.27, 0.26)
C (0.19, -0.21, 0.32)
C (0.33, 0.79, -0.66)
C (1.03, 2.07, -0.57)
C (0.95, -0.07, 1.61)
H (-1.14, -1.98, -1.74)
H (-1.84, -0.34, -1.48)
H (-2.62, -1.68, -0.88)
H (-1.48, -1.12, 1.15)
H (-0.35, -2.21, 0.53)
H (0.07, 0.44, -1.65)
H (0.48, 2.87, -1.05)
H (1.31, 2.33, 0.44)
H (1.99, 1.96, -1.10)
H (2.01, 0.11, 1.44)
H (0.87, -1.02, 2.14)
H (0.44, 0.72, 2.16)

***

DFT (the ωB97M-V functional and the def2-TZVPD basis) results for a molecular structure, C39H50ClN7O6S2Sc.

Output
**Energy relative to the best compared isomer or geometry (same formula, charge and spin)**: 47.06 kcal/mol
**DFT total energy**: -118865.0913 eV
**Frontier orbital gap**: 6.6 eV
**Total charge**: +1
**Molecular weight**: 857.41 g/mol
**E_HOMO**: -9.62 eV

Element x y z (Å)
Sc (0.15, 1.11, -1.02)
N (3.36, 3.03, 1.91)
C (2.64, 2.74, 0.77)
S (1.09, 3.55, 0.56)
N (3.14, 1.85, -0.03)
N (2.35, 1.66, -1.16)
C (2.97, 1.87, -2.25)
C (2.32, 1.96, -3.55)
C (3.08, 1.92, -4.72)
C (2.51, 2.10, -5.96)
C (1.14, 2.36, -6.03)
C (0.37, 2.43, -4.88)
C (0.94, 2.25, -3.62)
O (0.20, 2.37, -2.53)
H (3.19, 3.95, 2.29)
H (4.34, 2.77, 1.87)
H (4.03, 2.10, -2.19)
H (4.15, 1.73, -4.64)
H (3.11, 2.07, -6.86)
H (0.67, 2.50, -7.00)
H (-0.70, 2.64, -4.93)
N (0.03, -4.29, 1.77)
C (-0.07, -2.78, 2.05)
C (1.08, -2.07, 1.38)
C (1.13, -2.31, -0.14)
N (1.61, -1.07, -0.75)
C (-0.24, -2.68, -0.74)
C (-1.45, -2.08, -0.02)
N (-1.52, -0.65, -0.37)
C (-1.39, -2.24, 1.53)
H (0.92, -4.66, 2.08)
H (-0.04, -4.42, 0.76)
H (-0.72, -4.80, 2.21)
H (-0.02, -2.69, 3.14)
H (2.04, -2.31, 1.85)
H (0.88, -1.01, 1.51)
H (1.82, -3.14, -0.35)
H (1.73, -1.21, -1.74)
H (2.52, -0.82, -0.36)
H (-0.35, -3.76, -0.87)
H (-0.26, -2.29, -1.76)
H (-2.34, -2.60, -0.37)
H (-2.21, -0.18, 0.19)
H (-1.89, -0.58, -1.33)
H (-2.24, -2.84, 1.90)
H (-1.49, -1.24, 1.97)
O (-0.08, 0.86, 1.32)
S (0.42, 1.65, 2.54)
C (0.20, 0.39, 3.86)
C (0.79, 0.87, 5.15)
C (0.01, 1.03, 6.29)
C (0.57, 1.46, 7.49)
C (1.93, 1.74, 7.56)
C (2.72, 1.59, 6.42)
C (2.16, 1.17, 5.23)
C (-0.90, 2.74, 3.17)
C (-2.24, 2.10, 3.39)
C (-2.91, 1.44, 2.35)
C (-4.17, 0.90, 2.55)
C (-4.79, 1.02, 3.79)
C (-4.14, 1.67, 4.83)
C (-2.87, 2.20, 4.63)
H (0.77, -0.46, 3.47)
H (-0.86, 0.12, 3.94)
H (-1.06, 0.81, 6.24)
H (-0.05, 1.57, 8.37)
H (2.37, 2.06, 8.49)
H (3.78, 1.81, 6.47)
H (2.77, 1.07, 4.34)
H (-0.94, 3.56, 2.46)
H (-0.46, 3.11, 4.10)
H (-2.42, 1.37, 1.39)
H (-4.69, 0.41, 1.74)
H (-5.78, 0.61, 3.95)
H (-4.62, 1.77, 5.80)
H (-2.36, 2.72, 5.44)
C (-3.77, 3.40, -0.78)
C (-2.31, 3.18, -1.00)
N (-1.60, 4.19, -1.48)
O (-1.79, 2.07, -0.74)
H (-4.02, 4.46, -0.71)
H (-4.08, 2.89, 0.14)
H (-4.32, 2.95, -1.61)
H (-2.02, 5.08, -1.69)
H (-0.63, 4.03, -1.72)
C (-1.09, -5.04, -4.57)
C (0.26, -4.45, -4.23)
C (1.27, -5.21, -3.67)
C (2.50, -4.64, -3.38)
Cl (3.73, -5.60, -2.60)
C (2.76, -3.32, -3.69)
C (1.75, -2.54, -4.24)
C (0.50, -3.09, -4.48)
O (-0.57, -2.41, -4.99)
C (-0.62, -0.98, -4.96)
C (-0.94, -0.49, -3.54)
O (-2.13, -0.46, -3.19)
O (0.06, -0.19, -2.77)
H (-1.11, -6.10, -4.34)
H (-1.30, -4.91, -5.64)
H (-1.89, -4.53, -4.03)
H (1.10, -6.26, -3.46)
H (3.75, -2.90, -3.52)
H (1.95, -1.50, -4.48)
H (-1.46, -0.73, -5.59)
H (0.29, -0.52, -5.35)

***

DFT (the ωB97M-V functional and the def2-TZVPD basis) results for 2 unconnected molecules or ions with the total composition ClF2HSi.

Output
**Energy relative to the best compared isomer or geometry (same formula, charge and spin)**: 59.47 kcal/mol
**DFT total energy**: -25853.2989 eV
**Frontier orbital gap**: 9.8 eV
**Molecular weight**: 102.54 g/mol
**E_HOMO**: -10.94 eV

Element x y z (Å)
F (-0.02, 0.58, 0.95)
F (1.43, -1.62, 0.13)
Si (1.21, -1.63, -1.51)
Cl (0.72, -3.70, -1.48)
H (0.63, -0.17, 0.81)

***

DFT (the ωB97M-V functional and the def2-TZVPD basis) results for 3 unconnected molecules or ions with the total composition C13H16F3N2.

Output
**DFT total energy**: -24862.1919 eV
**Frontier orbital gap**: 6.1 eV
**Total charge**: +1
**Molecular weight**: 257.28 g/mol
**E_HOMO**: -10.53 eV

Element x y z (Å)
N (-3.45, -1.53, 1.27)
C (-4.51, -0.43, 1.07)
N (-5.85, -1.11, 0.99)
F (-6.63, -0.81, 2.09)
H (-3.91, -2.17, 1.98)
H (-3.36, -2.00, 0.34)
H (-4.24, 0.22, 0.12)
H (-4.38, 0.29, 2.00)
H (-5.82, -2.15, 0.93)
H (-6.34, -0.78, 0.11)
F (2.41, 0.34, 1.05)
C (1.25, 0.75, 1.58)
C (1.15, 2.04, 2.09)
C (-0.06, 2.47, 2.63)
C (-1.16, 1.61, 2.66)
C (-1.05, 0.32, 2.15)
C (0.16, -0.11, 1.60)
H (2.02, 2.69, 2.07)
H (-0.15, 3.48, 3.03)
H (-2.10, 1.95, 3.09)
H (-1.90, -0.35, 2.17)
H (0.26, -1.11, 1.18)
F (4.76, -0.57, -5.58)
C (4.37, -0.44, -4.31)
C (5.24, 0.12, -3.38)
C (4.83, 0.26, -2.06)
C (3.56, -0.16, -1.67)
C (2.69, -0.72, -2.61)
C (3.10, -0.85, -3.94)
H (6.23, 0.43, -3.69)
H (5.50, 0.70, -1.32)
H (3.24, -0.05, -0.64)
H (1.70, -1.05, -2.31)
H (2.43, -1.28, -4.69)

***

Q: Which of these has the highest DFT total energy?
A: C6H12